{
  "formula": "C18H13AgF6N2O4S2",
  "method": "ωB97M-V/def2-TZVPD",
  "homo_ha": -0.0053,
  "energy_ha": -2646.7074,
  "charge": -2,
  "relative_energy_kcal_mol": 0.0,
  "symbols": ["Ag", "S", "S", "F", "F", "F", "F", "F", "F", "O", "O", "O", "O", "N", "N", "C", "C", "C", "C", "C", "C", "C", "C", "C", "C", "C", "C", "C", "C", "C", "C", "C", "C", "H", "H", "H", "H", "H", "H", "H", "H", "H", "H", "H", "H", "H"],
  "xyz": [[-0.4974, 1.0184, 0.2237], [1.2024, 4.6082, -0.2846], [2.9917, 2.4850, -0.8520], [2.2994, 5.3010, 2.0291], [3.3013, 2.0317, 1.7389], [0.1522, 5.5743, 1.9137], [5.0205, 2.9598, 0.8098], [4.5916, 0.8687, 0.4432], [0.9833, 3.5865, 2.1448], [0.0746, 3.7894, -0.6035], [1.9438, 1.5077, -0.7968], [3.9338, 2.4235, -1.9348], [1.2312, 5.9769, -0.7182], [-0.5620, -1.6563, -0.5321], [2.6118, 3.9718, -0.5628], [-4.2133, -1.3617, -0.6832], [-2.8670, -0.9618, -0.6747], [-2.1319, -3.4226, -0.7918], [-5.2321, -0.4274, -0.7360], [2.8106, -2.9716, -0.3732], [-2.4784, 0.4002, -0.6781], [1.3078, -4.8428, -0.6323], [-3.5627, 1.3031, -0.7307], [2.5819, -4.3618, -0.4974], [1.7668, -2.0888, -0.3868], [0.2102, -3.9518, -0.6490], [-0.2976, 0.6325, 2.4301], [1.1606, 4.7572, 1.5584], [0.4398, -2.5687, -0.5287], [-4.8941, 0.9222, -0.7702], [-1.8122, -2.0240, -0.6514], [4.0253, 2.0752, 0.6256], [-1.1429, -4.3532, -0.7886], [3.4238, -5.0448, -0.4812], [3.8238, -2.6047, -0.2611], [-0.7930, -0.3322, 2.5964], [-6.2692, -0.7469, -0.7423], [1.8993, -1.0179, -0.2864], [-1.3749, -5.4085, -0.9007], [0.7212, 0.5641, 2.8335], [-4.4955, -2.4070, -0.6340], [-5.6776, 1.6754, -0.8170], [1.1202, -5.9082, -0.7256], [-3.1557, -3.7381, -0.9214], [-0.8262, 1.3992, 3.0099], [-3.3453, 2.3687, -0.7312]],
  "forces_ev_per_a": [[-0.7, -0.4, 0.5], [0.0, 0.0, 0.1], [0.1, -0.3, 0.1], [0.0, 0.0, 0.0], [0.0, 0.0, 0.0], [0.0, -0.1, 0.0], [0.0, 0.0, 0.0], [0.0, 0.0, 0.0], [0.0, 0.1, 0.0], [0.0, 0.1, -0.1], [0.1, 0.1, -0.2], [0.0, 0.0, 0.0], [0.0, 0.1, 0.0], [0.1, 0.1, -0.1], [0.1, 0.2, 0.1], [0.0, 0.1, 0.0], [0.1, -0.1, 0.0], [0.1, 0.1, 0.0], [0.0, -0.1, 0.0], [0.0, 0.0, 0.0], [0.0, 0.1, -0.1], [0.0, 0.0, 0.0], [0.1, 0.0, 0.0], [0.0, 0.0, 0.0], [0.0, -0.1, 0.0], [0.0, -0.1, 0.0], [0.3, 0.2, -0.2], [0.0, 0.0, 0.0], [-0.1, 0.1, 0.1], [0.0, 0.1, 0.0], [-0.1, -0.1, -0.1], [0.0, 0.0, 0.0], [0.0, 0.0, 0.0], [0.0, 0.0, 0.0], [0.0, 0.0, 0.0], [0.0, 0.0, 0.0], [0.0, 0.0, 0.0], [0.0, 0.0, 0.0], [0.0, 0.0, 0.0], [0.0, 0.0, 0.0], [0.0, 0.0, 0.0], [0.0, 0.0, 0.0], [0.0, 0.0, 0.0], [0.0, 0.0, 0.0], [0.0, 0.0, 0.0], [0.0, 0.0, 0.0]]
}

=====

{
  "formula": "C18H13BrN2O2Pt",
  "method": "ωB97M-V/def2-TZVPD",
  "homo_ha": [-0.2062, -0.2786],
  "energy_ha": -3646.9607,
  "s2": 2.041,
  "relative_energy_kcal_mol": 0.0,
  "spin_multiplicity": 3,
  "symbols": ["Pt", "Br", "O", "O", "N", "N", "C", "C", "C", "C", "C", "C", "C", "C", "C", "C", "C", "C", "C", "C", "C", "C", "C", "C", "H", "H", "H", "H", "H", "H", "H", "H", "H", "H", "H", "H", "H"],
  "xyz": [[-0.1469, -0.1263, -1.2458], [-4.8674, 2.8809, 3.6251], [0.1877, 0.1413, -4.0567], [-1.9765, 0.8351, -1.2183], [0.1440, 0.1651, 0.7325], [1.5887, -1.0558, -1.0468], [3.4275, -1.4683, 0.5295], [-0.5671, -0.2794, -3.2132], [-1.8690, 1.4812, 1.1877], [4.0878, -2.1223, -0.5170], [4.0035, -1.0733, 1.7922], [3.5331, -2.2176, -1.7935], [-1.9874, -0.7927, -3.5078], [2.1210, -1.0092, 0.2210], [-3.8644, 1.7407, -0.2108], [-3.8902, 2.4145, 2.0854], [-2.5084, 1.2926, -0.1021], [1.3586, -0.3714, 1.2023], [2.3003, -1.6522, -1.9923], [3.2228, -0.4767, 2.7669], [1.8613, -0.1913, 2.4652], [-2.5791, 2.0846, 2.2151], [-4.5578, 2.1806, 0.8819], [-0.5810, 0.9934, 1.4807], [-5.6258, 2.3238, 0.8212], [4.1809, -2.4634, -2.6435], [-2.0866, 2.1664, 3.1849], [1.0978, 0.0678, 3.2772], [-4.2392, 1.5585, -1.1980], [3.5912, -0.0990, 3.6798], [-0.2065, 1.3091, 2.4797], [-2.0869, -1.7210, -2.8753], [-2.7608, -0.0732, -3.1252], [5.0494, -2.6141, -0.3235], [1.7582, -1.7062, -2.9623], [5.0504, -1.1839, 1.9823], [-2.1631, -0.9381, -4.5786]],
  "forces_ev_per_a": [[-1.9, 0.3, -0.7], [0.0, 0.2, -0.2], [0.0, -0.3, -0.7], [0.2, 0.2, 2.1], [1.4, -0.4, 1.1], [1.0, -0.8, 0.4], [-0.4, 0.6, 0.1], [-0.1, 0.2, 0.7], [1.0, -1.0, -0.9], [0.7, -0.7, -0.5], [-0.8, 0.0, 0.4], [1.6, 0.6, 0.9], [-0.2, -0.1, 0.7], [0.6, 0.1, -0.7], [1.2, -0.8, 0.3], [-0.6, -0.5, 0.1], [-0.6, 0.6, -1.2], [-1.9, 1.3, -0.3], [-2.0, 0.1, -1.7], [-1.3, -0.2, -2.1], [-0.8, -0.1, 2.2], [0.8, 0.1, 1.0], [-1.0, 0.3, -0.8], [0.5, 0.5, 1.7], [0.0, 0.2, 0.0], [-0.6, -0.5, 0.4], [-0.1, 0.1, -0.3], [1.6, 0.0, -1.1], [-0.8, 0.2, -0.2], [0.6, -0.1, 0.9], [-0.1, -0.4, -0.8], [-0.2, 0.7, -0.9], [0.9, -0.6, -0.3], [-0.2, 0.5, -0.1], [0.8, 0.2, 0.7], [0.4, -0.4, -0.1], [0.1, -0.3, 0.2]]
}

=====

{
  "formula": "C18H13F4KN5O6",
  "method": "ωB97M-V/def2-TZVPD",
  "homo_ha": -0.1669,
  "energy_ha": -2418.4594,
  "charge": -1,
  "relative_energy_kcal_mol": 0.0,
  "symbols": ["K", "F", "F", "F", "F", "O", "O", "O", "O", "O", "O", "N", "N", "N", "N", "N", "C", "C", "C", "C", "C", "C", "C", "C", "C", "C", "C", "C", "C", "C", "C", "C", "C", "C", "H", "H", "H", "H", "H", "H", "H", "H", "H", "H", "H", "H", "H"],
  "xyz": [[-0.2401, -0.7652, 1.1272], [-2.9048, 0.4042, -5.4447], [-1.4844, 1.8488, -4.6927], [-0.8052, -0.0820, -5.3900], [6.2966, -1.3083, -2.8808], [-1.4747, 1.3643, 2.1853], [2.2777, -1.5810, 0.1362], [5.1920, 1.1823, -3.5224], [1.0362, -0.3793, -2.5391], [0.7399, -3.2316, 0.1921], [-2.4976, -1.0692, 4.3022], [-2.2820, -1.1289, -0.8094], [3.1242, 0.3463, -3.0675], [-1.8048, 0.7684, 3.3350], [-2.2265, -0.4627, 3.2470], [2.7640, -1.8701, -2.4621], [4.1198, -2.0535, -2.4794], [4.5055, 0.2437, -3.1784], [1.6208, -2.5324, -0.3430], [-1.9561, -0.0294, -3.3301], [-2.0903, 1.1716, 5.7920], [-1.8633, 2.0198, 6.8681], [-2.3168, 0.1935, -0.9930], [4.9735, -1.0878, -2.8350], [1.8930, -2.8606, -1.8319], [-2.0819, -1.9021, -1.8757], [-1.1694, 3.2090, 6.7166], [-1.6126, 1.5296, 4.5254], [-0.7019, 3.5595, 5.4580], [-2.1469, 0.7908, -2.2349], [-1.9294, -1.4042, -3.1576], [-0.9236, 2.7361, 4.3687], [2.2203, -0.6207, -2.6657], [-1.7792, 0.5400, -4.7080], [0.9503, -2.8783, -2.3731], [-2.1521, 1.8666, -2.3314], [-2.6253, 0.2498, 5.9218], [-0.1618, 4.4883, 5.3184], [-2.0215, -2.9671, -1.6833], [4.4800, -3.0335, -2.2000], [-2.2403, 1.7361, 7.8433], [-2.4597, 0.7927, -0.0956], [2.7343, 1.2616, -3.2377], [-0.5877, 2.9949, 3.3773], [-0.9974, 3.8571, 7.5671], [2.3649, -3.8378, -1.9273], [-1.7558, -2.0695, -3.9921]],
  "forces_ev_per_a": [[0.1, -0.2, 0.2], [0.0, 0.0, 0.0], [0.0, 0.0, 0.0], [0.1, 0.0, 0.0], [0.0, 0.0, 0.0], [0.0, -0.2, -0.1], [-0.2, -0.1, 0.0], [0.0, 0.0, 0.0], [0.0, 0.0, -0.1], [-0.1, 0.1, 0.0], [-0.1, 0.1, 0.0], [0.1, 0.2, -0.1], [0.0, 0.0, 0.0], [0.0, 0.0, -0.1], [0.2, 0.0, 0.0], [-0.1, 0.0, 0.1], [0.1, 0.0, 0.0], [0.0, 0.0, 0.0], [0.1, 0.2, 0.0], [0.0, -0.1, 0.0], [0.0, 0.0, -0.1], [0.0, 0.0, 0.0], [-0.1, -0.1, 0.0], [-0.1, 0.0, 0.0], [0.1, 0.0, -0.1], [0.0, 0.0, 0.1], [0.0, 0.0, 0.0], [-0.1, 0.0, 0.1], [0.0, 0.0, -0.1], [-0.1, 0.0, 0.0], [0.0, 0.1, 0.0], [0.0, 0.0, 0.1], [-0.1, 0.0, 0.0], [0.0, 0.0, 0.0], [0.0, 0.0, 0.1], [0.0, 0.0, 0.0], [0.0, 0.0, 0.0], [0.0, 0.0, 0.0], [0.0, 0.0, 0.0], [0.0, 0.0, 0.0], [0.0, 0.0, 0.0], [0.0, 0.0, 0.0], [0.0, 0.0, 0.0], [0.0, 0.0, 0.0], [0.0, 0.0, 0.0], [0.0, 0.0, 0.0], [0.0, 0.0, 0.0]]
}

=====

{
  "formula": "C18H13FN2O4",
  "method": "ωB97M-V/def2-TZVPD",
  "homo_ha": -0.3134,
  "energy_ha": -1204.0600,
  "relative_energy_kcal_mol": 10.7,
  "smiles": "O=C1NC(=O)N(Cc2ccc(F)cc2)C(=O)/C1=C\\C=C\\c1ccco1",
  "symbols": ["F", "O", "O", "O", "O", "N", "N", "C", "C", "C", "C", "C", "C", "C", "C", "C", "C", "C", "C", "C", "C", "C", "C", "C", "C", "H", "H", "H", "H", "H", "H", "H", "H", "H", "H", "H", "H", "H"],
  "xyz": [[-4.4135, 3.4249, 2.8703], [0.1259, -0.9425, 0.5900], [-3.9477, -1.5636, -1.3874], [-0.7501, -0.1275, -3.8987], [6.1033, 0.6373, -1.4147], [-1.9105, -1.3833, -0.2700], [-2.2532, -1.0200, -2.6497], [-4.3597, 0.1377, 1.2926], [0.0023, -0.7094, -1.7398], [-2.7505, -1.3215, -1.4041], [4.9814, 0.1385, 0.4562], [3.6917, 0.0851, -1.6851], [6.9604, 0.8333, -0.3044], [6.3100, 0.5593, 0.8566], [-4.8476, 1.3597, 1.7716], [-0.9828, -0.6214, -2.8230], [4.8885, 0.2589, -0.9020], [1.3262, -0.4886, -2.0962], [-4.0000, 2.1768, 2.5137], [2.5014, -0.4435, -1.2360], [-2.7028, 1.7770, 2.7685], [-0.5552, -1.0676, -0.4315], [-2.2372, 0.5395, 2.3434], [-3.0554, -0.3050, 1.6120], [-2.5104, -1.6066, 1.0513], [-2.0706, 2.4140, 3.3969], [4.2156, -0.2022, 1.1374], [-1.8248, -2.0531, 1.7657], [6.6797, 0.6343, 1.8857], [2.3691, -0.6956, -0.2140], [-1.2078, 0.3014, 2.5472], [-2.9404, -0.7811, -3.3838], [8.0265, 1.0683, -0.3776], [1.5521, -0.2545, -3.1317], [-4.9915, -0.4935, 0.7284], [-3.3187, -2.3259, 0.9450], [3.7343, 0.3682, -2.7360], [-5.8382, 1.6922, 1.5531]],
  "forces_ev_per_a": [[0.2, -0.7, 0.1], [-0.4, -0.6, -0.7], [0.4, 0.1, 1.2], [1.1, 0.5, -1.3], [0.9, 0.5, 1.1], [0.3, 0.0, -2.4], [-0.3, -0.3, 1.6], [0.9, 0.5, 1.3], [0.4, -0.7, -0.9], [-2.3, -1.0, 0.0], [0.7, 0.4, 0.6], [-1.0, -0.8, -0.7], [-0.8, -0.5, 0.0], [-0.9, -0.4, -0.6], [0.8, -0.2, 0.0], [0.8, 1.1, -1.6], [0.1, -0.3, 1.4], [-0.3, 0.1, 1.3], [0.0, -0.2, -0.8], [0.5, 0.9, -0.8], [0.2, 0.6, 1.0], [1.3, 1.1, 2.7], [-0.2, 0.5, 0.0], [-0.5, 0.3, -0.5], [-0.8, 0.4, 0.3], [-0.2, -0.1, -0.4], [-0.1, 0.2, -0.2], [0.5, 0.1, -0.4], [0.0, -0.1, -0.7], [0.0, -0.3, 0.7], [0.2, -0.3, 0.0], [0.7, -0.4, 0.8], [-0.7, 0.0, -0.9], [-0.5, 0.0, -0.1], [-0.6, -0.5, -0.6], [-0.1, 0.0, -0.3], [0.1, 0.0, 0.1], [-0.5, 0.1, -0.1]]
}

=====

Asked for maximum force across the records above, the calculation gives 0.95; 2.62; 0.29; 3.19 eV Å⁻¹ in order.